# C35H94N12O13

A cluster of 9 separate species, C35H94N12O13 in total at a distorted geometry (ωB97M-V/def2-TZVPD, OMol25).

Structure (XYZ):
```
154
Properties=species:S:1:pos:R:3:mulliken_charge:R:1
C 5.10593 -10.74155 -25.17043 -1.85
C 4.10103 -9.85274 -25.75972 0.97
C 3.67674 -8.85121 -24.68161 -1.22
O 2.90679 -7.82923 -25.20155 0.82
C 2.60726 -6.88270 -24.25465 -1.57
N 4.47119 -9.12865 -26.99959 -0.45
H 5.44774 -11.48153 -25.89410 0.41
H 4.72615 -11.39592 -24.38578 0.44
H 5.81692 -10.19619 -24.54979 0.41
H 3.30361 -10.54178 -26.03804 0.13
H 4.54763 -8.38565 -24.22018 0.63
H 3.34349 -9.46129 -23.84205 0.47
H 1.88428 -6.23924 -24.75601 0.10
H 3.49368 -6.27624 -24.06879 0.09
H 2.40977 -7.26965 -23.25497 0.34
H 4.07008 -8.24519 -26.71905 0.02
H 5.45137 -8.89421 -27.06577 0.26
C 6.12098 -4.68225 -26.87547 -0.55
C 6.68748 -4.67533 -25.38890 -0.40
C 6.18754 -3.40509 -24.59459 -1.14
O 6.71970 -2.18531 -25.10360 0.49
C 8.15004 -1.94891 -24.90764 -1.03
N 6.34479 -5.91814 -24.72424 -0.05
H 6.32620 -3.72323 -27.35115 0.29
H 5.09418 -5.02415 -26.74557 -0.12
H 6.64934 -5.48168 -27.39494 0.39
H 7.77482 -4.66224 -25.46372 0.21
H 6.56010 -3.34325 -23.57211 0.47
H 5.09942 -3.43715 -24.64987 -0.06
H 8.21133 -0.86168 -24.95543 0.28
H 8.71253 -2.35871 -25.74655 0.28
H 8.38646 -2.31959 -23.91025 0.30
H 6.90907 -6.64818 -25.13500 0.30
H 6.61440 -5.87887 -23.75169 0.18
C -0.67120 -3.96301 -28.81315 -1.02
O -0.42736 -4.08661 -27.38233 -0.06
C -0.78078 -5.31648 -26.81076 0.09
C -1.64118 -5.01035 -25.64206 -1.26
N -2.98277 -4.53370 -26.10848 0.18
C -3.89987 -4.09102 -25.08237 -0.78
C -5.18970 -3.43375 -25.74064 -0.61
O -5.26304 -3.67265 -27.17244 -0.28
C -6.28837 -2.89854 -27.70002 -0.83
H -1.75552 -3.95082 -28.70265 0.30
H -0.16294 -4.61070 -29.52748 0.23
H -0.13080 -3.01868 -28.87875 0.18
H 0.12143 -5.88565 -26.58677 -0.10
H -1.28866 -6.08124 -27.39839 0.34
H -1.13397 -4.43358 -24.86865 0.43
H -1.87369 -5.97052 -25.18149 0.37
H -2.82029 -3.75369 -26.72919 0.10
H -3.65338 -3.46021 -24.22830 0.34
H -4.20155 -5.07321 -24.71852 0.34
H -4.97480 -2.38204 -25.55131 0.32
H -6.11992 -3.76229 -25.27713 0.48
H -5.89717 -1.88118 -27.69487 0.35
H -7.23414 -2.89944 -27.15813 0.29
H -6.47164 -3.23847 -28.71932 0.23
C 0.82568 -8.97685 -27.68716 0.03
O -0.08081 -9.84009 -27.05018 -0.40
C -0.10783 -9.75700 -25.66780 0.09
C -1.27549 -10.54711 -25.07991 -0.80
N -1.55062 -10.35810 -23.61735 -0.19
C -2.14028 -11.49747 -23.10310 -0.64
C -2.69679 -11.21156 -21.65626 -0.57
O -3.46670 -10.04646 -21.72519 -0.30
C -4.56915 -10.00765 -20.84826 -0.86
H 1.50549 -9.54432 -28.32273 0.23
H 1.41945 -8.42655 -26.95730 -0.20
H 0.30388 -8.28213 -28.34533 0.15
H -0.03558 -8.73871 -25.28574 0.13
H 0.84945 -10.14176 -25.31610 -0.06
H -1.06582 -11.59255 -25.30620 0.36
H -2.13198 -10.28486 -25.70100 0.32
H -2.14593 -9.60567 -23.30182 0.28
H -1.46329 -12.34826 -23.18020 0.41
H -3.03280 -11.77001 -23.66634 0.31
H -1.88433 -10.97703 -20.96850 0.30
H -3.35844 -12.04426 -21.41767 0.45
H -4.68911 -8.92993 -20.73760 0.27
H -4.40712 -10.37826 -19.83609 0.34
H -5.47147 -10.42675 -21.29354 0.29
C 11.37472 -8.95033 -33.53578 -0.73
O 11.29493 -8.70236 -32.12804 -0.39
C 10.44282 -7.58792 -31.90372 -0.76
C 9.00256 -8.04265 -31.68437 -0.24
N 8.17705 -7.89356 -32.91249 -0.25
C 6.71134 -8.08375 -32.76748 -1.06
C 6.02399 -6.95637 -31.77343 0.63
O 6.15754 -5.61017 -32.33787 -0.39
C 5.30496 -4.66761 -31.68271 -0.55
H 12.17106 -9.69291 -33.58595 0.28
H 11.48379 -8.11637 -34.22913 0.30
H 10.50522 -9.53000 -33.84566 0.29
H 10.53670 -6.81823 -32.66979 0.37
H 10.77108 -7.04058 -31.02011 0.38
H 8.66384 -7.39680 -30.87429 0.26
H 9.00733 -9.10440 -31.43791 0.30
H 8.29192 -6.95856 -33.27672 0.29
H 6.58020 -9.11944 -32.45401 0.27
H 6.22287 -8.00631 -33.73882 0.39
H 6.52615 -7.14064 -30.82371 0.09
H 5.00903 -7.25100 -31.50670 -0.15
H 4.67689 -4.90606 -30.82436 0.05
H 4.59675 -4.14002 -32.32159 0.30
H 5.87437 -3.83149 -31.27677 0.42
C -1.70598 -14.56032 -32.92734 -0.77
O -1.24706 -13.23833 -33.18698 -0.33
C 0.01047 -12.99087 -32.66618 -0.83
C 0.85189 -12.15399 -33.65452 -0.12
N 2.20883 -11.99087 -33.17574 -0.36
C 3.01191 -11.10322 -33.99344 -0.82
C 2.64497 -9.60455 -33.62683 0.03
O 1.44841 -9.25475 -34.32380 -0.47
C 1.05016 -7.89065 -34.13524 -0.53
H -1.19785 -15.41731 -33.36947 0.31
H -2.75061 -14.65696 -33.22320 0.24
H -1.55625 -14.71945 -31.85947 0.34
H 0.57342 -13.88334 -32.39286 0.46
H -0.30029 -12.59035 -31.70124 0.41
H 0.30677 -11.21021 -33.67009 0.14
H 0.73831 -12.76830 -34.54774 0.13
H 2.07905 -11.87826 -32.18046 0.28
H 2.80475 -11.32586 -35.04015 0.35
H 4.08729 -11.27871 -33.96418 0.37
H 3.51398 -8.99231 -33.86783 0.36
H 2.47519 -9.50065 -32.55516 0.08
H 0.28446 -7.63611 -34.86806 0.32
H 1.91775 -7.24509 -33.99870 0.31
H 0.70084 -7.91369 -33.10299 0.09
C -0.74761 -5.29648 -32.90165 0.45
O 0.39524 -5.15707 -32.58749 -0.68
N -1.53153 -6.23388 -32.56336 -0.34
N -1.31178 -4.42529 -33.63077 -0.46
H -1.18868 -7.07522 -32.12209 0.23
H -2.49532 -6.03370 -32.33725 0.23
H -2.30429 -4.52810 -33.78710 0.13
H -0.81239 -3.55449 -33.74232 0.28
C 2.94692 -3.31491 -27.62693 -4.72
O 2.89835 -3.93038 -28.68043 0.81
N 3.85938 -2.46763 -27.38033 1.22
N 2.02718 -3.28589 -26.76988 1.72
H 4.56399 -2.28816 -28.08134 0.16
H 3.77928 -1.77558 -26.64905 0.10
H 1.12428 -3.69236 -26.96896 -0.24
H 2.23735 -2.78256 -25.91984 0.08
C 2.29440 -6.69054 -30.03390 -0.56
O 1.49502 -7.54972 -30.28086 -0.72
N 3.05896 -6.62772 -28.96121 0.98
N 2.39484 -5.60244 -30.74461 0.64
H 3.06077 -7.53292 -28.51322 -0.19
H 3.36324 -5.76939 -28.52441 0.02
H 1.78386 -5.50149 -31.54251 0.53
H 2.94267 -4.88629 -30.28951 -0.11
```

Summary:
Expectation value of S²   0.75
Multiplicity   2
HOMO energy (alpha / beta)   0.018 / -0.235 hartree
Orbital gap (alpha / beta)   0.060 / 0.309 hartree
Net charge   -1